DFT (ωB97M-V with the def2-TZVPD basis set) results for C20H44Cl4MoO2P2 as an isolated structure.

Each line ends with the Mulliken spin population.
CARTESIAN COORDINATES (ANGSTROEM)
Mo 0.05 -0.04 0.36  2.088
P -0.07 -2.34 -0.36  0.001
C 0.90 -3.08 -1.79  0.000
C 0.10 -3.62 1.00  -0.041
C -1.80 -2.59 -0.99  -0.042
C 2.23 -2.35 -1.95  -0.004
H 0.26 -2.86 -2.66  -0.005
C 1.12 -4.60 -1.74  0.000
H 1.83 -4.90 -0.96  0.000
H 1.55 -4.90 -2.70  0.000
H 0.20 -5.18 -1.60  0.000
H 2.07 -1.29 -2.18  -0.003
H 2.80 -2.78 -2.79  -0.001
H 2.85 -2.41 -1.05  -0.001
H -1.82 -1.99 -1.92  0.004
C -2.85 -2.00 -0.03  0.047
C -2.13 -4.04 -1.36  0.006
H -1.59 -4.38 -2.25  -0.001
H -3.20 -4.10 -1.60  0.002
H -1.93 -4.75 -0.54  0.000
H -2.44 -1.39 0.78  -0.014
H -3.45 -2.80 0.43  0.000
H -3.53 -1.32 -0.56  0.004
C 1.57 -3.82 1.41  0.011
H -0.31 -4.54 0.54  0.008
C -0.74 -3.28 2.23  0.034
H 2.24 -4.15 0.61  0.000
H 1.62 -4.59 2.19  0.001
H 1.98 -2.89 1.82  0.000
H -0.57 -2.25 2.57  -0.017
H -0.46 -3.95 3.04  0.001
H -1.82 -3.39 2.06  0.000
Cl 1.75 -0.41 1.96  0.060
H 1.36 0.15 -0.66  -0.061
H 0.40 -0.26 -1.27  -0.054
P 0.69 2.24 -0.27  0.028
C -0.49 3.00 -1.50  -0.042
C 0.78 3.48 1.12  -0.067
C 2.32 2.47 -1.14  -0.010
C -1.84 2.28 -1.60  0.078
H 0.05 2.88 -2.46  -0.004
C -0.74 4.49 -1.27  -0.001
H -1.32 4.65 -0.36  0.000
H -1.34 4.89 -2.10  0.000
H 0.16 5.09 -1.22  0.000
H -1.76 1.28 -2.03  -0.001
H -2.50 2.86 -2.25  0.001
H -2.34 2.21 -0.62  -0.027
H 2.12 1.92 -2.07  -0.004
C 3.52 1.81 -0.45  0.001
C 2.61 3.94 -1.48  0.001
H 1.86 4.38 -2.14  0.000
H 3.57 4.00 -2.00  -0.001
H 2.69 4.56 -0.57  0.000
H 3.24 1.05 0.29  -0.006
H 4.18 2.54 0.04  0.000
H 4.13 1.29 -1.20  0.000
C -0.51 3.60 1.93  0.041
H 0.93 4.44 0.60  -0.001
C 1.95 3.24 2.08  0.018
H -1.38 3.95 1.37  0.001
H -0.38 4.25 2.81  0.001
H -0.77 2.61 2.32  -0.017
H 1.93 2.22 2.51  -0.003
H 1.88 3.96 2.91  0.003
H 2.92 3.41 1.61  0.001
Cl -3.86 1.46 4.21  0.000
C -3.34 0.32 2.96  0.000
Cl -1.50 0.17 2.95  -0.008
Cl -4.04 -1.27 3.20  0.001
C -3.78 1.00 1.54  -0.006
O -4.62 0.35 0.91  0.000
O -3.19 2.09 1.35  0.001

Output
E: -3530.53900 Eh
frontier orbital gap (alpha / beta): 7.168 / 7.557 eV
spin multiplicity: 3
LUMO level (alpha / beta): -0.035 / -0.039 Ha